(1)
56
Properties=species:S:1:pos:R:3:forces:R:3 method="wB97M-V/def2-TZVPD" orbital_gap_ha=0.2315 energy_ev=-123585.5577 de_lowest_kj_mol=0.00 charge=+3
Nb 0.3322 0.3700 -0.5097 2.078 -0.971 -0.165
C -0.7083 4.1172 -0.8805 -0.158 0.532 0.594
C 0.2870 3.6789 0.1266 2.764 -0.639 -0.172
N 0.8743 2.4360 0.2063 0.155 1.302 0.717
C 2.0624 2.4984 1.0108 -1.057 -0.010 -0.579
C 2.3575 3.7361 1.4682 -0.185 -0.452 0.366
S 1.2304 4.9108 0.9614 -0.991 -1.466 -0.499
C 2.8635 1.2860 1.1774 0.215 -1.806 0.151
C 3.6737 0.8858 2.2218 -0.537 0.736 -0.094
S 4.5980 -0.4996 1.7789 -0.423 0.633 -0.820
C 3.8342 -0.5167 0.2200 -1.191 -0.214 0.576
N 2.8414 0.3540 0.0823 0.357 1.698 1.395
C 4.1072 -1.4980 -0.8430 0.964 -1.829 -0.262
H -0.2654 4.3065 -1.8597 0.320 0.091 0.137
H -1.1259 5.0546 -0.4931 -0.240 -0.196 -0.457
H -1.4747 3.3893 -1.0461 -0.630 -0.435 0.090
H 3.1409 3.9225 2.1841 0.194 0.364 -0.180
H 3.7510 1.3321 3.2378 0.112 -0.285 -1.078
H 5.1994 -1.7810 -0.9395 -1.124 0.740 0.028
H 3.7165 -1.0885 -1.7741 0.253 -0.191 -0.067
H 3.6397 -2.5067 -0.6651 0.060 1.007 0.050
S 0.7033 -3.9263 1.3180 -0.234 1.739 -0.572
C 1.0301 -2.7774 2.5302 0.749 -1.512 1.794
C 1.1221 -1.4771 2.1916 -0.381 0.644 -0.569
C 0.7220 -1.3153 0.8160 -0.260 -0.555 -1.205
C 0.5025 -2.5767 0.2383 -0.208 -0.160 0.417
C -0.1550 -2.7456 -1.0330 -1.824 1.161 -1.197
C -0.7826 -3.8924 -1.5400 0.870 0.950 0.034
C -1.4733 -3.8163 -2.7360 -0.059 -0.540 -0.742
C -1.6067 -2.6081 -3.4156 -0.588 0.015 -0.212
C -1.0825 -1.4913 -2.8139 0.555 1.702 -0.020
N -0.4030 -1.5326 -1.6563 0.642 -0.606 0.649
H 1.2114 -3.2386 3.4959 0.202 0.452 0.086
H 1.4553 -0.6919 2.8713 -0.309 -0.265 -0.200
H -0.7004 -4.8325 -1.0411 0.142 -0.441 0.288
H -1.8493 -4.7518 -3.1689 -0.081 0.518 0.190
H -2.1698 -2.4818 -4.3492 0.390 -0.336 0.420
H -1.1314 -0.4566 -3.2617 -0.256 -1.404 0.341
C -4.5785 0.7401 -0.0675 0.538 -1.230 -1.091
As -2.8865 0.5528 0.8607 -0.949 0.251 1.240
C -2.8221 -1.1621 1.8650 -0.821 0.272 -1.964
C -2.7103 1.9652 2.1588 0.697 0.558 0.165
O -1.5148 0.7757 -0.2741 -0.434 -0.388 0.599
H -5.3403 0.1405 0.4635 0.445 0.326 -0.071
H -4.4219 0.2767 -1.0763 -0.311 0.450 0.758
H -4.8888 1.7713 -0.1770 0.123 0.196 0.096
H -3.8208 -1.3726 2.3154 0.641 0.524 -0.337
H -2.0577 -1.0548 2.6196 0.369 -0.415 -0.044
H -2.6827 -1.8870 1.0226 0.386 0.128 1.183
H -3.5610 1.9964 2.8862 0.838 -0.527 -0.459
H -2.7367 2.9407 1.6596 0.026 -0.219 -0.148
H -1.6894 1.8668 2.6193 -1.162 0.014 -0.035
C 1.2282 0.6244 -2.4950 -0.880 -0.425 0.052
H 1.4528 -0.3062 -3.0406 0.193 0.217 0.549
H 2.1365 1.1853 -2.2631 -0.089 0.090 -0.143
H 0.5662 1.1713 -3.1873 0.108 0.209 0.415

***

(2)
36
Properties=species:S:1:pos:R:3:forces:R:3 method="wB97M-V/def2-TZVPD" orbital_gap_ha=0.3176 energy_ev=-17779.8350 smiles=CCCN(C)CCN.O.O.O.O de_lowest_kj_mol=195.64
C -0.2006 -3.5815 -0.6098 -2.379 0.801 -0.120
C 0.0697 -2.0903 -0.6362 -0.236 2.200 0.322
C -1.3158 -1.3445 -0.6303 -0.490 -0.524 1.266
N -1.3804 0.0097 -0.0163 0.581 -1.296 -0.487
C -2.7024 0.6064 -0.1244 -0.325 1.160 2.207
C -0.3024 0.9183 -0.3764 -0.013 -0.309 -2.755
C -0.2547 2.1659 0.4389 -0.782 0.900 1.150
N 0.5917 3.2958 -0.0762 -0.656 -1.290 0.370
H 0.6011 -4.2601 -0.8089 0.386 -0.282 -0.234
H -1.1135 -3.7317 -1.2469 1.173 -0.362 -0.247
H -0.6985 -3.7972 0.3454 0.734 -0.135 0.232
H 0.7139 -1.7237 0.1731 -0.369 -0.418 0.412
H 0.5877 -1.5988 -1.4865 -0.115 -1.172 -0.152
H -1.6451 -1.4406 -1.6764 -0.202 0.683 -0.148
H -2.1279 -1.8863 -0.0508 1.666 0.130 -0.911
H -3.5597 0.0538 -0.4717 0.347 -0.839 -0.918
H -3.0759 0.8182 0.9194 0.409 0.304 -0.790
H -2.6891 1.5555 -0.6634 -0.034 -0.045 -0.180
H 0.6905 0.4548 -0.3756 -0.334 -0.347 0.351
H -0.4320 1.1775 -1.4746 0.089 0.214 0.641
H 0.0831 1.8337 1.4398 -0.011 0.562 -0.246
H -1.3171 2.5117 0.5861 1.217 0.117 -0.098
H 1.5477 2.9462 -0.1607 -0.299 0.002 -0.395
H 0.2632 3.4789 -1.0258 0.319 0.096 0.213
O 3.0661 1.0098 -1.7617 1.617 0.385 0.984
H 3.8821 1.4900 -1.9842 -0.527 0.248 -1.075
H 3.4395 0.7658 -0.8933 -1.185 -0.641 0.221
O 3.2150 -0.3386 1.4533 0.925 0.152 -0.269
H 3.6359 0.4844 1.7520 -0.606 0.219 0.066
H 3.9961 -0.8143 1.1417 -0.311 -0.451 0.011
O 2.9791 2.3445 2.1460 0.031 -0.016 0.152
H 2.5573 2.9657 1.5451 -0.060 0.161 0.050
H 2.2524 1.9859 2.6696 0.033 0.058 -0.031
O -4.0701 -2.3277 0.7426 -0.424 -0.308 0.283
H -3.2215 -2.2299 1.1879 -0.235 0.102 0.013
H -4.0654 -1.7071 0.0093 0.067 -0.061 0.112